(1)
{"formula": "C35H51KN8O8S4Se2", "method": "ωB97M-V with the def2-TZVPD basis set", "species": ["K", "O", "C", "O", "C", "O", "C", "C", "O", "O", "H", "H", "H", "H", "H", "O", "C", "C", "C", "O", "C", "Se", "C", "Se", "H", "H", "H", "H", "H", "H", "H", "H", "H", "H", "N", "C", "N", "C", "C", "S", "C", "C", "S", "C", "N", "N", "H", "H", "H", "H", "H", "H", "C", "C", "C", "C", "C", "C", "C", "O", "C", "C", "C", "H", "H", "H", "H", "H", "H", "H", "H", "H", "H", "H", "H", "C", "C", "N", "C", "N", "C", "C", "C", "N", "C", "H", "H", "H", "H", "H", "H", "H", "H", "H", "H", "H", "H", "H", "S", "C", "N", "C", "C", "S", "H", "H", "H", "H", "H"], "coordinates": [[0.7718, 0.0424, -0.2001], [-1.7550, -3.0565, 0.7960], [-0.5569, -2.6540, 1.0866], [0.2549, -2.1742, 0.3179], [-0.2977, -2.7950, 2.5837], [1.0201, -2.5882, 2.9985], [1.3716, -1.2252, 3.2223], [2.3044, -0.6160, 2.1549], [3.2857, -1.2784, 1.8063], [1.9760, 0.5350, 1.7567], [-2.0645, -2.7891, -0.1673], [-0.5873, -3.8090, 2.8761], [-0.9872, -2.1019, 3.0850], [1.9228, -1.1969, 4.1700], [0.4751, -0.6057, 3.3178], [-7.4490, -1.3384, -1.8093], [-6.6442, -0.1796, -1.5802], [-5.2195, -0.3815, -2.0642], [-5.1874, -0.7454, -3.5624], [-5.4845, -2.0828, -3.8944], [-4.5506, -1.4511, -1.1904], [-2.9180, -2.3217, -1.9212], [-4.5088, 0.9753, -1.9522], [-4.9474, 2.1449, -0.4068], [-8.2941, -1.1618, -1.3821], [-6.6159, 0.0675, -0.5116], [-7.0744, 0.6833, -2.1028], [-4.1921, -0.4810, -3.9478], [-5.9224, -0.1279, -4.0859], [-4.7697, -2.6071, -3.4943], [-5.2658, -2.2547, -1.0122], [-4.2990, -0.9944, -0.2309], [-4.7333, 1.5571, -2.8504], [-3.4315, 0.7830, -1.9497], [-0.1408, -1.0680, -3.8143], [-0.2599, 0.2717, -3.6789], [0.1800, 0.9529, -2.6656], [-0.0402, 2.3001, -2.8486], [-0.6601, 2.6444, -4.0024], [-1.0096, 1.2313, -4.9255], [0.3668, 3.2210, -1.7784], [0.0391, 4.5308, -1.6686], [0.6957, 5.1828, -0.2091], [1.3425, 3.6042, 0.1664], [1.1151, 2.7129, -0.7391], [2.0686, 3.3672, 1.2925], [0.0698, -1.5389, -2.9432], [-0.9325, -1.5202, -4.2561], [-0.9663, 3.6168, -4.3342], [-0.5935, 5.1203, -2.3019], [1.8027, 3.9242, 2.0900], [2.1305, 2.3689, 1.5148], [9.5827, 2.1793, -0.3024], [8.1258, 1.8211, -0.3963], [7.1661, 2.7982, -0.6153], [5.8200, 2.4776, -0.7307], [4.8269, 3.5880, -0.9585], [5.4315, 1.1347, -0.6367], [3.9988, 0.8113, -0.8144], [3.5557, -0.2852, -1.0611], [6.3826, 0.1304, -0.4041], [6.0031, -1.3103, -0.2440], [7.7158, 0.4993, -0.2855], [9.7152, 3.2250, -0.0274], [10.0801, 2.0219, -1.2617], [10.0928, 1.5614, 0.4359], [7.4687, 3.8363, -0.6921], [5.3492, 4.5430, -1.0151], [4.0983, 3.6461, -0.1476], [4.2702, 3.4534, -1.8856], [3.3097, 1.6632, -0.7396], [5.2092, -1.4116, 0.4970], [6.8718, -1.8849, 0.0758], [5.6270, -1.7265, -1.1783], [8.4526, -0.2714, -0.0934], [-2.7423, 5.3062, 3.9637], [-1.8537, 5.3862, 2.7382], [-1.1425, 4.1279, 2.6206], [-1.9011, 2.9471, 2.6002], [-1.4770, 1.9981, 1.8752], [-2.2618, 0.7813, 1.8009], [-3.0961, 0.5387, 3.0440], [-3.9100, 1.7921, 3.2879], [-3.0148, 2.9297, 3.4361], [-3.7098, 4.1560, 3.7646], [-3.2948, 6.2360, 4.1120], [-2.1215, 5.1218, 4.8439], [-1.1189, 6.1917, 2.8244], [-2.4738, 5.5952, 1.8531], [-0.5503, 4.0961, 1.7982], [-1.5929, -0.0616, 1.6153], [-2.9205, 0.8561, 0.9274], [-2.4596, 0.3282, 3.9106], [-3.7660, -0.3089, 2.8888], [-4.5083, 1.7194, 4.2050], [-4.5944, 1.9449, 2.4405], [-4.2948, 3.9743, 4.6745], [-4.4268, 4.4157, 2.9690], [3.5204, -3.2465, -3.1291], [3.1487, -3.8716, -1.6451], [3.1852, -3.2637, -0.4698], [2.9824, -4.0589, 0.7221], [2.1261, -5.2346, 0.2784], [2.6674, -5.5601, -1.4261], [3.3447, -2.2714, -0.3963], [2.4979, -3.4465, 1.4882], [3.9514, -4.4034, 1.1026], [1.0674, -4.9729, 0.2661], [2.2814, -6.1175, 0.8960]], "atomic_forces_ev_per_a": [[-0.433, 0.771, -1.140], [-0.008, -0.099, 0.268], [-0.114, 0.081, 0.383], [-0.044, -1.014, 0.210], [-0.069, -0.177, 0.047], [0.095, 0.060, -0.002], [0.066, 0.073, 0.111], [-0.164, 0.076, 0.355], [0.333, -0.266, -0.132], [0.610, 0.380, 0.878], [-0.121, -0.081, -0.282], [0.017, 0.071, -0.030], [-0.031, -0.056, -0.034], [-0.063, 0.038, -0.032], [0.008, -0.022, -0.022], [-0.397, -0.213, 0.002], [-0.068, 0.045, 0.180], [0.000, -0.038, -0.072], [0.061, 0.202, 0.004], [-0.010, -0.279, -0.002], [-0.060, -0.151, -0.006], [0.035, 0.222, -0.094], [0.224, 0.208, 0.072], [0.116, 0.168, 0.041], [0.136, -0.090, -0.059], [-0.018, -0.029, -0.198], [0.012, 0.046, -0.001], [-0.034, 0.029, 0.046], [-0.013, 0.068, 0.000], [0.000, -0.059, -0.020], [0.054, 0.052, 0.016], [0.002, 0.003, -0.009], [0.014, 0.017, -0.005], [-0.027, 0.039, -0.038], [-0.069, -0.617, -0.132], [-0.278, 0.337, 0.020], [0.100, 0.089, -0.286], [-0.035, 0.139, -0.022], [-0.005, -0.092, 0.043], [0.080, 0.012, 0.062], [-0.071, 0.061, -0.034], [0.034, -0.044, 0.051], [0.043, -0.038, -0.045], [-0.095, 0.188, -0.076], [0.069, -0.024, -0.138], [0.122, 0.049, 0.244], [0.039, 0.020, 0.007], [0.028, 0.051, 0.083], [-0.036, 0.153, -0.033], [-0.101, 0.074, -0.107], [0.022, -0.021, 0.041], [-0.004, -0.143, 0.081], [0.008, 0.005, -0.011], [-0.018, -0.038, 0.006], [0.006, -0.009, 0.023], [0.028, 0.042, 0.006], [-0.018, 0.052, 0.030], [-0.057, -0.044, -0.064], [-0.048, 0.168, 0.023], [-0.129, -0.159, -0.006], [0.034, -0.045, 0.010], [0.032, -0.045, 0.008], [0.015, 0.074, 0.012], [0.009, 0.033, 0.009], [0.022, 0.000, -0.025], [0.023, -0.021, 0.028], [0.016, 0.047, -0.006], [-0.007, 0.013, -0.008], [0.030, 0.016, -0.013], [-0.033, -0.003, -0.041], [-0.050, 0.023, 0.006], [-0.009, -0.008, 0.039], [0.047, -0.043, 0.015], [-0.021, -0.029, -0.044], [0.053, -0.051, 0.011], [0.017, -0.013, -0.009], [-0.063, 0.135, -0.025], [0.295, 0.078, -0.007], [-0.322, 0.141, -0.063], [0.182, -0.231, -0.094], [0.147, -0.090, -0.152], [-0.137, -0.049, -0.053], [-0.168, -0.088, 0.041], [0.156, -0.051, 0.067], [-0.097, 0.123, -0.021], [-0.010, 0.012, -0.013], [0.004, 0.022, 0.018], [-0.039, -0.034, 0.026], [0.004, 0.003, 0.010], [-0.136, -0.019, 0.137], [0.141, -0.095, 0.062], [-0.077, 0.016, 0.024], [0.014, 0.000, 0.001], [-0.003, -0.033, -0.001], [0.080, -0.010, -0.024], [0.049, -0.019, 0.019], [0.053, 0.016, -0.059], [0.012, -0.018, 0.008], [0.028, 0.019, -0.099], [0.124, -0.071, -0.033], [-0.147, -0.100, -0.055], [-0.237, 0.058, 0.276], [-0.020, -0.058, 0.021], [-0.021, -0.029, 0.004], [0.124, 0.323, -0.040], [0.144, -0.184, -0.169], [-0.006, -0.011, 0.004], [0.030, -0.009, 0.000], [-0.009, 0.021, -0.004]], "relative_energy_ev": 0.405, "homo_ev": -1.1, "total_charge": -2, "lumo_energy_ev": 3.5, "largest_force_ev_per_a": 1.4}

---

(2)
{"formula": "C35H51N6ORuS3SbSi3", "method": "ωB97M-V with the def2-TZVPD basis set", "species": ["Ru", "C", "Sb", "C", "C", "C", "C", "C", "C", "N", "Si", "C", "C", "C", "C", "C", "C", "C", "C", "C", "N", "Si", "C", "C", "C", "Si", "C", "C", "C", "H", "H", "H", "H", "H", "H", "H", "H", "H", "H", "H", "H", "H", "H", "H", "H", "H", "H", "H", "H", "H", "H", "H", "H", "H", "H", "H", "H", "H", "H", "H", "H", "H", "H", "H", "H", "H", "H", "S", "C", "S", "C", "N", "N", "C", "C", "C", "C", "C", "C", "S", "H", "H", "H", "H", "H", "N", "C", "N", "C", "C", "O", "C", "C", "H", "H", "H", "H", "H", "H", "H", "H"], "coordinates": [[0.1171, 0.1725, 0.6404], [-2.4316, -2.4705, -2.5397], [-0.9363, -0.9733, -2.2081], [-0.6602, -1.5204, -0.0726], [-1.8028, -1.5056, 0.8768], [-2.7961, -2.4149, 1.1899], [-3.6720, -2.0885, 2.2174], [-3.5293, -0.8919, 2.9067], [-2.4981, -0.0397, 2.5529], [-1.6735, -0.3548, 1.5577], [0.5170, -3.0741, 0.0780], [0.9116, -3.3334, 1.8763], [-0.3273, -4.6161, -0.5608], [2.0872, -2.7914, -0.9012], [-2.1770, 0.8598, -2.2550], [-1.5995, 1.9344, -1.3942], [-1.9767, 3.2707, -1.6372], [-1.4371, 4.3321, -0.9570], [-0.4527, 4.0835, -0.0001], [-0.1103, 2.7812, 0.2137], [-0.6803, 1.7259, -0.4282], [-4.0931, 0.7126, -1.9951], [-4.9041, -0.1842, -3.4222], [-4.5110, -0.1618, -0.3949], [-4.9243, 2.3848, -1.8303], [-1.7878, 1.3818, -4.1154], [-1.8471, -0.1208, -5.2397], [-2.9499, 2.6508, -4.8517], [-0.0513, 2.0898, -4.1241], [-1.9974, -3.4294, -2.2789], [-2.6867, -2.4812, -3.5967], [-3.3255, -2.3083, -1.9476], [-2.8920, -3.3398, 0.6381], [-4.4710, -2.7687, 2.4821], [-4.2045, -0.6206, 3.7053], [-2.3327, 0.9078, 3.0513], [0.0400, -3.6652, 2.4454], [1.3026, -2.4392, 2.3644], [1.6743, -4.1117, 1.9592], [-1.3097, -4.8021, -0.1243], [0.3079, -5.4643, -0.2936], [-0.4220, -4.6290, -1.6471], [2.8368, -2.2809, -0.2934], [1.9314, -2.2134, -1.8136], [2.4957, -3.7621, -1.1913], [-2.7128, 3.4485, -2.4037], [-1.7573, 5.3415, -1.1782], [0.0364, 4.8705, 0.5540], [0.6640, 2.5406, 0.9398], [-4.5318, -1.1909, -3.5937], [-4.8405, 0.3654, -4.3610], [-5.9673, -0.2711, -3.1820], [-4.4539, -1.2463, -0.4578], [-5.5380, 0.0954, -0.1254], [-3.8711, 0.1713, 0.4235], [-4.8222, 3.0568, -2.6825], [-4.6222, 2.9211, -0.9285], [-5.9909, 2.1665, -1.7259], [-2.8157, -0.6208, -5.2375], [-1.0708, -0.8680, -5.0666], [-1.6845, 0.2540, -6.2541], [-4.0074, 2.4382, -4.7028], [-2.7765, 2.6414, -5.9315], [-2.7521, 3.6688, -4.5146], [0.6630, 1.4408, -3.6087], [-0.0074, 3.0758, -3.6595], [0.2880, 2.2012, -5.1565], [-2.1440, 0.3531, 7.1112], [-1.1459, 0.0550, 5.8629], [-0.1657, 1.2463, 5.0481], [0.2858, 0.0638, 3.8587], [-0.1916, -1.1213, 4.0845], [-0.9429, -1.1460, 5.1862], [-1.4811, -2.4178, 5.5916], [-1.4488, -2.7884, 6.9242], [-1.9556, -4.0284, 7.2823], [-2.4775, -4.8787, 6.3181], [-2.4813, -4.4992, 4.9836], [-1.9758, -3.2640, 4.6108], [1.3325, 0.3510, 2.5286], [-1.0081, -2.1411, 7.6684], [-1.9298, -4.3326, 8.3195], [-2.8720, -5.8436, 6.6057], [-2.8784, -5.1680, 4.2313], [-1.9674, -2.9503, 3.5749], [1.8790, 0.3920, -0.4324], [2.8194, 0.5133, -1.0957], [3.8654, 0.6537, -1.8455], [5.2106, 0.8775, -1.2750], [6.0693, -0.3419, -1.5653], [6.0765, -0.6238, -2.9504], [4.7885, -0.9505, -3.4278], [3.8442, 0.2288, -3.2614], [5.1199, 1.0655, -0.2065], [5.6286, 1.7615, -1.7580], [5.6943, -1.2091, -1.0048], [7.1001, -0.1547, -1.2711], [4.3960, -1.8244, -2.8903], [4.8926, -1.2037, -4.4814], [2.8220, -0.0276, -3.5403], [4.1781, 1.0742, -3.8644]], "atomic_forces_ev_per_a": [[-0.102, -0.124, -0.807], [-0.035, -0.013, 0.212], [0.125, 0.207, -0.444], [0.633, -0.082, 1.228], [-0.133, -0.113, 0.115], [-0.005, -0.042, -0.082], [-0.133, 0.106, -0.126], [-0.044, 0.066, -0.088], [-0.134, 0.119, -0.065], [0.080, 0.185, -0.027], [0.193, -0.300, -0.029], [-0.059, 0.127, 0.104], [-0.088, 0.114, -0.118], [-0.032, 0.099, -0.010], [0.150, -0.051, 0.083], [-0.059, -0.056, -0.090], [0.016, 0.058, -0.012], [0.038, -0.073, 0.038], [-0.056, 0.028, -0.058], [0.076, 0.070, 0.090], [0.026, 0.424, 0.475], [-0.147, -0.075, -0.021], [0.021, 0.068, 0.012], [0.056, 0.065, -0.089], [0.033, 0.026, -0.014], [-0.019, 0.047, -0.053], [-0.025, -0.022, 0.068], [-0.012, -0.007, 0.019], [0.006, -0.063, 0.031], [0.025, -0.065, -0.003], [0.055, 0.073, -0.037], [-0.056, 0.023, 0.035], [0.008, -0.010, 0.022], [0.014, -0.018, 0.022], [0.019, 0.000, 0.033], [-0.004, -0.031, 0.035], [0.038, 0.014, -0.002], [-0.028, -0.131, -0.055], [-0.020, -0.061, -0.076], [0.015, 0.001, -0.001], [0.024, 0.017, 0.046], [0.011, -0.026, -0.014], [-0.010, 0.005, -0.005], [-0.005, -0.025, -0.029], [-0.002, -0.013, 0.030], [0.029, 0.002, 0.028], [0.001, 0.006, 0.005], [-0.009, 0.013, -0.005], [-0.065, 0.019, -0.059], [0.000, -0.036, -0.002], [0.003, 0.009, -0.028], [0.000, 0.001, 0.018], [-0.021, 0.019, -0.030], [-0.016, -0.002, -0.025], [-0.087, 0.027, -0.063], [-0.003, -0.027, 0.009], [-0.009, -0.012, -0.007], [-0.007, 0.003, -0.002], [-0.012, 0.013, -0.003], [0.024, -0.008, -0.003], [0.000, 0.007, 0.003], [-0.001, -0.014, -0.003], [0.020, 0.006, 0.003], [-0.003, 0.000, 0.001], [-0.005, 0.007, -0.016], [0.003, 0.012, 0.006], [-0.004, -0.005, -0.005], [0.077, 0.106, -0.058], [-0.256, -0.278, -0.006], [0.077, 0.219, -0.138], [-0.298, -0.360, 0.601], [0.386, 0.230, -0.094], [-0.140, 0.034, 0.280], [0.064, 0.079, -0.113], [0.099, -0.118, 0.052], [0.010, -0.004, -0.034], [-0.026, -0.031, 0.039], [0.021, 0.021, -0.032], [-0.006, -0.014, 0.061], [-0.188, -0.309, -1.036], [-0.079, 0.011, -0.021], [-0.008, -0.005, 0.001], [-0.004, 0.000, 0.006], [0.007, -0.024, -0.010], [0.167, -0.141, 0.288], [-0.244, 0.045, 0.020], [0.083, -0.025, 0.031], [-0.051, -0.007, -0.015], [0.025, 0.015, 0.031], [0.005, -0.035, -0.026], [-0.031, 0.029, 0.018], [0.039, -0.019, 0.010], [-0.012, -0.001, -0.018], [0.001, -0.011, -0.002], [-0.001, 0.000, -0.001], [-0.001, 0.006, 0.002], [0.000, 0.006, 0.000], [-0.010, 0.005, -0.001], [-0.004, 0.006, -0.001], [0.009, -0.010, 0.004], [0.001, -0.001, -0.001]], "homo_ev": [-12.4, -12.4], "total_charge": 2, "lumo_energy_ev": [-7.6, -7.6], "largest_force_ev_per_a": 1.4}